Computed, not measured: a 8-piece molecular cluster, C31H64BrNO23P overall, with wB97M-V/def2-TZVPD.

Calculated values
- Largest force on an atom: 0.625 eV/Å
- Charge: -1
- HOMO energy: -4.125 eV

Each line ends with the Löwdin charge.
Element x y z (Å)
C (4.291, 3.119, 2.793)  -0.100
O (4.737, 2.590, 1.558)  -0.214
C (3.732, 2.417, 0.570)  -0.223
C (2.958, 1.110, 0.689)  -0.183
C (1.674, 1.160, 1.514)  -0.220
C (0.932, -0.170, 1.441)  -0.205
C (-0.510, -0.216, 1.980)  -0.194
C (-0.834, 0.702, 3.164)  -0.215
C (-1.363, 2.082, 2.762)  -0.220
C (-2.799, 2.018, 2.236)  -0.245
C (-3.138, 3.161, 1.277)  -0.425
N (-4.458, 3.125, 0.673)  -0.368
P (-4.852, 1.832, -0.176)  0.373
O (-6.209, 1.248, 0.585)  -0.446
Br (-6.057, 2.823, -1.981)  0.089
H (4.445, 2.388, 3.592)  0.087
H (3.229, 3.372, 2.766)  0.083
H (4.871, 4.013, 3.029)  0.083
H (4.262, 2.417, -0.384)  0.113
H (3.055, 3.280, 0.570)  0.125
H (3.634, 0.341, 1.078)  0.120
H (2.682, 0.802, -0.325)  0.107
H (1.059, 1.978, 1.134)  0.109
H (1.929, 1.379, 2.555)  0.106
H (1.534, -0.911, 1.980)  0.109
H (0.918, -0.494, 0.396)  0.103
H (-1.212, -0.034, 1.163)  0.105
H (-0.690, -1.246, 2.296)  0.101
H (-1.613, 0.222, 3.764)  0.100
H (0.030, 0.787, 3.829)  0.102
H (-0.736, 2.501, 1.971)  0.084
H (-1.313, 2.758, 3.619)  0.108
H (-2.953, 1.063, 1.724)  0.069
H (-3.495, 2.045, 3.080)  0.110
H (-3.060, 4.094, 1.854)  0.093
H (-2.325, 3.220, 0.528)  0.089
H (-6.469, 1.970, 1.186)  0.018
C (3.113, -3.423, -0.798)  -0.029
O (1.726, -3.638, -0.519)  0.007
C (1.317, -4.896, -0.632)  -0.614
O (2.013, -5.835, -0.940)  0.105
O (0.022, -4.943, -0.347)  0.017
C (-0.574, -6.241, -0.427)  -0.029
H (3.271, -2.358, -0.661)  0.087
H (3.733, -3.990, -0.106)  0.097
H (3.346, -3.713, -1.821)  0.097
H (-0.104, -6.925, 0.278)  0.098
H (-0.489, -6.639, -1.437)  0.094
H (-1.618, -6.095, -0.169)  0.098
C (1.305, -0.171, -4.346)  -0.027
O (2.248, 0.704, -3.711)  0.000
C (3.301, 1.027, -4.453)  -0.627
O (3.534, 0.644, -5.571)  0.121
O (4.067, 1.857, -3.740)  -0.006
C (5.247, 2.306, -4.409)  -0.041
H (0.518, -0.328, -3.615)  0.097
H (0.900, 0.294, -5.242)  0.099
H (1.780, -1.115, -4.606)  0.095
H (4.989, 2.856, -5.313)  0.097
H (5.887, 1.464, -4.667)  0.096
H (5.749, 2.960, -3.703)  0.091
C (-6.384, -0.670, -8.243)  -0.057
O (-7.445, -0.632, -7.290)  -0.013
C (-7.081, -0.133, -6.094)  -0.626
O (-5.975, 0.249, -5.821)  0.129
O (-8.142, -0.147, -5.304)  -0.002
C (-7.932, 0.381, -3.977)  -0.049
H (-6.817, -1.089, -9.147)  0.088
H (-6.003, 0.332, -8.436)  0.095
H (-5.568, -1.298, -7.889)  0.094
H (-7.644, 1.428, -3.999)  0.031
H (-7.171, -0.187, -3.448)  0.094
H (-8.890, 0.274, -3.479)  0.091
C (0.330, -3.191, 6.703)  -0.039
O (-0.945, -3.337, 7.338)  0.000
C (-1.790, -2.334, 7.088)  -0.625
O (-1.552, -1.370, 6.410)  0.124
O (-2.939, -2.583, 7.715)  0.002
C (-3.943, -1.580, 7.506)  -0.034
H (0.900, -4.068, 6.991)  0.091
H (0.216, -3.150, 5.621)  0.096
H (0.827, -2.285, 7.046)  0.096
H (-4.185, -1.496, 6.449)  0.100
H (-3.601, -0.616, 7.876)  0.097
H (-4.809, -1.917, 8.068)  0.091
C (-4.218, 5.852, -1.252)  -0.042
O (-4.334, 7.277, -1.021)  0.008
C (-4.989, 7.951, -1.943)  -0.628
O (-5.474, 7.528, -2.961)  0.118
O (-5.033, 9.247, -1.567)  -0.015
C (-5.724, 10.088, -2.485)  -0.064
H (-3.655, 5.462, -0.413)  0.070
H (-5.186, 5.360, -1.268)  0.016
H (-3.700, 5.671, -2.192)  0.095
H (-6.760, 9.772, -2.598)  0.094
H (-5.243, 10.076, -3.462)  0.092
H (-5.681, 11.087, -2.058)  0.087
C (-0.336, -13.104, -2.023)  -0.044
O (-0.097, -11.891, -1.305)  -0.001
C (0.676, -11.014, -1.954)  -0.627
O (1.156, -11.183, -3.045)  0.120
O (0.818, -9.938, -1.190)  0.006
C (1.625, -8.896, -1.762)  -0.031
H (-0.969, -13.705, -1.377)  0.091
H (-0.842, -12.899, -2.964)  0.096
H (0.600, -13.622, -2.223)  0.095
H (1.183, -8.542, -2.692)  0.102
H (2.632, -9.259, -1.957)  0.101
H (1.649, -8.092, -1.037)  0.058
C (7.951, 2.666, 1.438)  -0.031
O (7.980, 3.961, 2.055)  0.008
C (8.941, 4.125, 2.954)  -0.626
O (9.764, 3.306, 3.278)  0.117
O (8.846, 5.362, 3.451)  0.000
C (9.827, 5.673, 4.443)  -0.045
H (7.111, 2.688, 0.752)  0.080
H (8.885, 2.477, 0.912)  0.096
H (7.785, 1.895, 2.186)  0.100
H (10.831, 5.594, 4.028)  0.095
H (9.737, 5.002, 5.295)  0.096
H (9.622, 6.696, 4.744)  0.092

Computed, not measured: C31H65CaN10O6P2SSeSi as an isolated structure at a distorted geometry, with wB97M-V/def2-TZVPD.

Calculated values
- Largest force on an atom: 1.565 eV/Å
- Charge: +1
- HOMO energy: -9.605 eV

Each line ends with the Löwdin charge.
Element x y z (Å)
Ca (0.041, 0.024, 0.031)  1.099
N (-2.373, 2.724, 3.390)  0.119
C (-1.254, 3.425, 3.770)  -0.067
C (-0.270, 3.026, 2.917)  -0.124
N (-0.756, 2.111, 2.023)  0.095
C (-2.022, 1.944, 2.336)  -0.278
C (-2.880, 0.997, 1.655)  -0.303
N (-2.401, -0.024, 0.982)  0.061
C (-3.490, -0.682, 0.474)  -0.153
C (-4.636, -0.058, 0.865)  -0.059
N (-4.237, 1.014, 1.627)  0.121
H (-3.266, 2.751, 3.850)  0.158
H (-1.260, 4.112, 4.596)  0.115
H (0.759, 3.344, 2.905)  0.102
H (-3.366, -1.523, -0.184)  0.050
H (-5.672, -0.254, 0.656)  0.115
H (-4.838, 1.738, 1.978)  0.159
C (4.650, 2.652, 0.457)  -0.094
N (3.356, 2.265, 1.011)  -0.275
C (2.249, 3.028, 0.449)  -0.101
P (3.096, 0.706, 1.465)  0.500
O (1.676, 0.315, 1.566)  -0.462
O (3.848, -0.192, 0.322)  -0.259
P (3.144, -0.809, -1.016)  0.496
O (1.883, -0.070, -1.263)  -0.414
N (3.006, -2.404, -0.709)  -0.292
C (3.898, -3.113, 0.199)  -0.091
C (1.806, -3.150, -1.085)  -0.096
N (4.222, -0.595, -2.229)  -0.283
C (5.211, -1.580, -2.634)  -0.078
C (4.422, 0.735, -2.788)  -0.090
N (3.923, 0.427, 2.849)  -0.283
C (5.076, 1.197, 3.290)  -0.093
C (3.897, -0.945, 3.353)  -0.089
H (4.927, 3.642, 0.826)  0.097
H (4.604, 2.690, -0.635)  0.075
H (5.429, 1.948, 0.740)  0.076
H (2.349, 4.079, 0.726)  0.104
H (1.303, 2.655, 0.833)  0.026
H (2.239, 2.958, -0.644)  0.081
H (4.781, -2.517, 0.420)  0.078
H (4.219, -4.049, -0.265)  0.092
H (3.383, -3.348, 1.135)  0.080
H (1.193, -2.572, -1.774)  0.016
H (1.217, -3.388, -0.195)  0.037
H (2.103, -4.079, -1.578)  0.094
H (4.924, -2.568, -2.282)  0.073
H (6.204, -1.334, -2.247)  0.092
H (5.262, -1.606, -3.724)  0.092
H (3.583, 1.377, -2.521)  0.070
H (4.458, 0.668, -3.877)  0.091
H (5.357, 1.180, -2.434)  0.086
H (4.946, 2.248, 3.045)  0.074
H (6.012, 0.831, 2.854)  0.092
H (5.150, 1.110, 4.374)  0.091
H (2.965, -1.433, 3.071)  0.018
H (3.943, -0.920, 4.442)  0.093
H (4.747, -1.527, 2.979)  0.089
C (-3.088, 3.191, -1.168)  -0.009
C (-1.747, 2.977, -1.864)  -0.612
C (-1.825, 3.420, -3.321)  -0.019
C (-0.658, 3.766, -1.151)  -0.027
O (-1.371, 1.580, -1.756)  -0.224
Si (-1.925, 0.333, -2.739)  -0.165
S (-1.226, -1.420, -1.907)  0.333
O (-1.488, 0.580, -4.296)  -0.161
C (-0.396, 0.193, -5.137)  -0.639
C (-0.538, -1.278, -5.512)  -0.035
C (-0.506, 1.072, -6.379)  -0.023
C (0.927, 0.443, -4.423)  -0.037
O (-3.554, 0.508, -2.717)  -0.159
C (-4.567, -0.018, -3.586)  -0.633
C (-4.670, 0.870, -4.823)  -0.020
C (-5.863, 0.039, -2.785)  -0.029
C (-4.253, -1.457, -3.974)  -0.033
H (-3.344, 4.252, -1.167)  0.094
H (-3.022, 2.850, -0.134)  0.065
H (-3.872, 2.629, -1.671)  0.078
H (-2.028, 4.491, -3.361)  0.098
H (-2.616, 2.897, -3.855)  0.076
H (-0.883, 3.223, -3.832)  0.080
H (-0.920, 4.824, -1.109)  0.097
H (0.288, 3.669, -1.687)  0.082
H (-0.539, 3.400, -0.131)  0.052
H (-1.468, -1.439, -6.058)  0.084
H (-0.543, -1.898, -4.617)  0.046
H (0.290, -1.586, -6.154)  0.089
H (-1.476, 0.928, -6.856)  0.085
H (0.274, 0.820, -7.098)  0.089
H (-0.408, 2.125, -6.111)  0.081
H (1.007, -0.184, -3.536)  0.043
H (0.995, 1.490, -4.115)  0.087
H (1.763, 0.224, -5.091)  0.090
H (-4.907, 1.895, -4.530)  0.088
H (-5.458, 0.511, -5.485)  0.091
H (-3.725, 0.872, -5.365)  0.073
H (-6.065, 1.064, -2.467)  0.085
H (-5.780, -0.592, -1.899)  0.069
H (-6.704, -0.311, -3.385)  0.090
H (-3.343, -1.508, -4.571)  0.066
H (-5.073, -1.876, -4.558)  0.094
H (-4.105, -2.067, -3.082)  0.074
C (-0.790, -2.862, 5.499)  -0.043
N (-1.557, -3.380, 4.385)  -0.133
C (-2.733, -4.096, 4.474)  -0.038
C (-3.113, -4.389, 3.213)  -0.039
N (-2.169, -3.849, 2.365)  -0.115
C (-2.197, -3.968, 0.919)  -0.025
C (-1.211, -3.228, 3.088)  -0.701
Se (0.291, -2.354, 2.480)  0.696
H (-1.271, -3.175, 6.422)  0.093
H (-0.748, -1.775, 5.449)  0.087
H (0.226, -3.250, 5.460)  0.083
H (-3.184, -4.334, 5.419)  0.124
H (-3.963, -4.933, 2.844)  0.127
H (-2.125, -5.016, 0.633)  0.104
H (-1.356, -3.416, 0.508)  0.022
H (-3.124, -3.545, 0.535)  0.082

Number 1: orbital gap 5.89 eV. Number 2: orbital gap 7.91 eV.